The following is a DFT calculation (wB97M-V/def2-TZVPD) of a 3-piece molecular cluster, C4H13NO2 overall in a non-equilibrium geometry.

Structure (XYZ):
```
20
Properties=species:S:1:pos:R:3
C -2.298 0.341 0.126
C -1.547 0.374 -0.994
C -0.065 0.653 -0.937
C 0.439 1.953 -1.616
N 1.917 2.067 -1.245
H -1.853 0.158 1.111
H -3.374 0.407 -0.002
H -2.103 0.072 -1.877
H 0.442 -0.157 -1.451
H 0.355 0.685 0.080
H 0.324 1.815 -2.686
H 0.116 2.985 -1.419
H 2.034 2.278 -0.278
H 2.611 1.936 -1.968
O -0.278 -3.647 1.052
H -1.165 -3.822 0.717
H 0.244 -4.361 0.651
O 1.204 -1.433 3.942
H 1.379 -0.515 3.676
H 1.616 -1.787 3.118
```

E: -9941.808 eV
energy relative to the best compared isomer or geometry (same formula, charge and spin): 2.3891 eV
2S+1: 1
SMILES string: C=CCCN.O.O